## w
The following is a DFT calculation (ωB97M-V/def2-TZVPD) of a cluster of 2 separate species, C3H7O2S in total.

Geometry (Å):
O1 1.31624 1.30865 1.20437
C1 1.75965 0.14131 1.41498
O2 1.59685 -0.92089 0.78459
H1 2.42850 0.07344 2.33441
C2 -0.38394 -0.45207 -1.43386
C3 -1.31934 -0.26375 -0.24380
S1 -1.61258 1.47943 0.12818
H2 0.53644 0.14895 -1.26005
H3 -0.84266 -0.15685 -2.38802
H4 -0.02526 -1.50814 -1.38716
H5 -2.31670 -0.78641 -0.36317
H6 -0.81389 -0.70112 0.59172
H7 -0.32331 1.63747 0.61780

HOMO-LUMO gap (eV): 8.19
LUMO energy (eV): 3.693
E_HOMO (Eh): -0.1654
Spin multiplicity: 1
Total charge: -1

And the natural (NBO) charges, in e, turn out to be:
1 O -0.798
2 C 0.644
3 O -0.769
4 H -0.003
5 C -0.627
6 C -0.518
7 S -0.210
8 H 0.244
9 H 0.179
10 H 0.208
11 H 0.186
12 H 0.236
13 H 0.228


## x
The following is a DFT calculation (ωB97M-V/def2-TZVPD) of a cluster of 2 separate species, C3H7O2S in total.

Geometry (Å):
C1 0.79719 -1.94954 0.86402
C2 0.28889 -1.61059 -0.54995
S1 -1.39839 -0.96625 -0.64801
H1 1.69123 -1.38116 1.13906
H2 0.13019 -1.56490 1.63625
H3 0.98589 -3.01638 0.94030
H4 0.32682 -2.47988 -1.16193
H5 0.90300 -0.79149 -0.91278
H6 -1.12204 0.22368 -0.06046
O1 -0.15486 1.59244 1.12673
C3 0.82607 1.73441 0.35762
O2 1.01385 2.54550 -0.56370
H7 1.67927 1.00631 0.52058

HOMO-LUMO gap (eV): 7.82
LUMO energy (eV): 3.495
E_HOMO (Eh): -0.1588
Spin multiplicity: 1
Total charge: -1

And the natural (NBO) charges, in e, turn out to be:
1 C -0.635
2 C -0.526
3 S -0.142
4 H 0.214
5 H 0.232
6 H 0.186
7 H 0.199
8 H 0.229
9 H 0.202
10 O -0.800
11 C 0.624
12 O -0.764
13 H -0.020


What is the stability order? It is w, x, from most stable to least stable.


## w
The following is a DFT calculation (ωB97M-V/def2-TZVPD) of a cluster of 2 separate species, C6H12 in total.

Geometry (Å):
C1 2.12485 -0.56157 0.89029
C2 1.52861 -0.11553 -0.45118
C3 0.02430 -0.03330 -0.49543
C4 -0.67381 0.31480 0.66434
C5 -2.13384 0.31146 0.79607
C6 -0.59618 -0.26293 -1.71125
H1 2.19371 0.27525 1.59791
H2 1.55494 -1.38835 1.32832
H3 -2.98630 2.23411 0.78779
H4 3.16273 -0.88292 0.70995
H5 1.94276 0.88731 -0.72047
H6 -0.09478 1.01054 1.26401
H7 -2.50115 -0.21233 -0.06936
H8 -2.56342 1.49587 0.65377
H9 -2.44918 0.06118 1.79989
H10 -1.62256 0.01984 -1.96730
H11 1.93419 -0.86912 -1.18146
H12 -0.11172 -0.82081 -2.50780

HOMO-LUMO gap (alpha / beta) (eV): 7.48 / 7.87
LUMO energy (alpha / beta) (eV): -6.430 / -7.150
⟨S²⟩: 0.826
E_HOMO (alpha / beta) (Eh): -0.5112 / -0.5520
Spin multiplicity: 2
Total charge: +1

And the natural (NBO) charges, in e, turn out to be:
1 C -0.615
2 C -0.450
3 C -0.047
4 C -0.017
5 C -0.379
6 C -0.115
7 H 0.214
8 H 0.217
9 H 0.265
10 H 0.244
11 H 0.252
12 H 0.233
13 H 0.248
14 H -0.008
15 H 0.283
16 H 0.203
17 H 0.245
18 H 0.227


## x
The following is a DFT calculation (ωB97M-V/def2-TZVPD) of the ion C6H12 with charge +1.

Geometry (Å):
C1 -1.24457 -1.84361 1.24227
C2 -0.71309 -1.29808 -0.08109
C3 -0.09740 0.08089 0.00072
C4 -0.55173 1.05337 0.88898
C5 0.91616 0.36804 -1.04137
C6 1.51401 1.78139 -1.05775
H1 -0.45751 -2.25075 1.87819
H2 -1.95623 -2.65755 1.11728
H3 -1.76169 -1.10544 1.85571
H4 0.06336 -1.92192 -0.50978
H5 -1.53333 -1.10427 -0.78720
H6 -1.36656 0.88003 1.58247
H7 -0.01573 1.97436 1.09032
H8 0.48419 0.01818 -1.99079
H9 1.74792 -0.35115 -0.96882
H10 2.22238 1.91436 -0.24459
H11 0.71902 2.52134 -0.97391
H12 2.03080 1.94082 -2.00064

HOMO-LUMO gap (alpha / beta) (eV): 11.63 / 8.05
LUMO energy (alpha / beta) (eV): -4.627 / -8.449
⟨S²⟩: 0.753
E_HOMO (alpha / beta) (Eh): -0.5974 / -0.6065
Spin multiplicity: 2
Total charge: +1

And the natural (NBO) charges, in e, turn out to be:
1 C -0.623
2 C -0.482
3 C 0.346
4 C -0.080
5 C -0.521
6 C -0.619
7 H 0.237
8 H 0.255
9 H 0.211
10 H 0.254
11 H 0.288
12 H 0.223
13 H 0.230
14 H 0.291
15 H 0.293
16 H 0.230
17 H 0.213
18 H 0.254


What is the stability order? It is x, w, from most stable to least stable.


## w
The following is a DFT calculation (ωB97M-V/def2-TZVPD) of a cluster of 2 separate species, C9H13NO2 in total.

Geometry (Å):
C1 -1.38050 -2.40085 -0.91556
C2 -2.39642 -1.39118 -1.39504
O1 -3.09525 -0.85476 -0.53465
N1 -2.68103 -1.09873 -2.78190
H1 -0.29511 -2.37033 -1.43348
H2 -2.02424 -3.20716 -0.99362
H3 -3.56498 -0.50163 -2.82651
H4 -2.45182 -1.69986 -3.50071
H5 -1.09667 -2.06793 0.17713
C3 2.39698 -0.09730 2.73845
C4 0.32766 0.17750 1.36924
C5 1.62169 0.54084 1.57518
C6 -0.30158 0.88167 0.32965
C7 0.31569 1.87886 -0.40186
C8 2.31976 1.48184 0.78516
C9 1.74691 2.15767 -0.35195
O2 -0.20345 2.58498 -1.47653
H6 -0.16446 -0.59342 1.87541
H7 -1.39320 0.74155 0.51960
H8 3.41929 -0.25665 2.49720
H9 2.12345 -1.14590 3.00957
H10 3.35838 1.61992 0.95459
H11 -1.09701 2.31396 -1.78190
H12 2.27044 2.79161 -1.08507
H13 2.24549 0.51528 3.64759

HOMO-LUMO gap (eV): 8.94
LUMO energy (eV): 0.714
E_HOMO (Eh): -0.3022
Spin multiplicity: 1
Structure (SMILES): Cc1ccc(O)cc1.CC(N)=O

And the natural (NBO) charges, in e, turn out to be:
1 C -0.721
2 C 0.680
3 O -0.626
4 N -0.857
5 H 0.239
6 H 0.238
7 H 0.408
8 H 0.388
9 H 0.253
10 C -0.629
11 C -0.179
12 C -0.056
13 C -0.332
14 C 0.292
15 C -0.195
16 C -0.233
17 O -0.697
18 H 0.212
19 H 0.248
20 H 0.212
21 H 0.210
22 H 0.204
23 H 0.486
24 H 0.238
25 H 0.217


## x
The following is a DFT calculation (ωB97M-V/def2-TZVPD) of the molecule C9H13NO2.

Geometry (Å):
C1 -3.88588 -0.48508 -0.26786
C2 -1.67662 -0.12430 0.27379
C3 -1.72719 1.19913 -0.32706
C4 -0.53545 2.02940 -0.33307
C5 0.64213 1.58983 0.17634
C6 0.71042 0.21300 0.65014
C7 2.06893 -0.35220 0.96907
C8 2.84149 -0.82766 -0.30185
C9 -0.41532 -0.60733 0.72273
H1 -4.16004 0.34426 0.34153
H2 -4.73898 -1.16449 -0.26973
H3 -3.79130 0.01368 -1.29140
H4 -2.68773 1.75990 -0.62278
H5 -0.69615 3.01513 -0.78664
H6 2.54538 1.91699 0.05371
H7 2.03062 -1.10150 1.74284
H8 2.62292 0.38812 1.52465
H9 3.69761 -1.47943 -0.02622
H10 3.19746 0.04608 -0.84969
H11 0.97473 -1.57334 -1.01001
H12 2.31366 -2.71919 -0.60436
H13 -0.39871 -1.61551 1.25873
N1 2.07807 -1.81063 -1.17426
O1 -2.72477 -0.99283 0.29624
O2 1.71469 2.33801 -0.14485

HOMO-LUMO gap (eV): 8.75
LUMO energy (eV): 0.746
E_HOMO (Eh): -0.2942
Spin multiplicity: 1
Structure (SMILES): COc1ccc(O)c(CCN)c1

And the natural (NBO) charges, in e, turn out to be:
1 C -0.253
2 C 0.279
3 C -0.304
4 C -0.238
5 C 0.266
6 C -0.061
7 C -0.464
8 C -0.216
9 C -0.260
10 H 0.169
11 H 0.202
12 H 0.177
13 H 0.229
14 H 0.225
15 H 0.482
16 H 0.221
17 H 0.208
18 H 0.195
19 H 0.175
20 H 0.367
21 H 0.346
22 H 0.235
23 N -0.825
24 O -0.485
25 O -0.668


What is the stability order? It is w, x, from most stable to least stable.


## w
The following is a DFT calculation (ωB97M-V/def2-TZVPD) of a cluster of 2 separate species, C9H13NO2 in total.

Geometry (Å):
C1 -1.82460 1.86512 0.82470
C2 0.25268 -1.77005 1.67457
C3 -1.06982 -1.84610 1.24314
C4 0.92350 -0.56847 1.80275
C5 -1.70659 -0.65664 0.90323
C6 0.19377 0.60757 1.63292
C7 -1.10391 0.57296 1.13912
O1 0.90365 -2.91961 2.04739
H1 0.64699 -3.70474 1.54909
H2 -1.56551 -2.80432 1.15551
H3 1.97409 -0.62551 1.90210
H4 -2.73766 -0.73002 0.58687
H5 0.69555 1.56896 1.63193
H6 -1.10439 2.66140 0.62979
H7 -2.40764 2.21676 1.68240
H8 -2.50506 1.76294 -0.01650
C8 1.57776 -0.09413 -1.40818
C9 1.42405 0.41593 -2.83273
O2 2.10897 0.15640 -3.79244
N1 0.30515 1.20224 -2.98131
H9 0.08695 1.49296 -3.91730
H10 -0.15736 1.61351 -2.19590
H11 2.32589 0.56062 -0.94058
H12 2.12363 -1.03489 -1.41952
H13 0.63992 0.05711 -0.90106

HOMO-LUMO gap (eV): 9.43
LUMO energy (eV): 0.668
E_HOMO (Eh): -0.3221
Spin multiplicity: 1
Structure (SMILES): Cc1ccc(O)cc1.CC(N)=O

And the natural (NBO) charges, in e, turn out to be:
1 C -0.627
2 C 0.302
3 C -0.275
4 C -0.264
5 C -0.185
6 C -0.191
7 C -0.064
8 O -0.689
9 H 0.484
10 H 0.215
11 H 0.229
12 H 0.211
13 H 0.210
14 H 0.210
15 H 0.223
16 H 0.216
17 C -0.728
18 C 0.680
19 O -0.613
20 N -0.844
21 H 0.400
22 H 0.388
23 H 0.232
24 H 0.250
25 H 0.231


## x
The following is a DFT calculation (ωB97M-V/def2-TZVPD) of a cluster of 2 separate species, C9H13NO2 in total.

Geometry (Å):
C1 3.41683 1.07702 -0.85153
C2 0.47910 -1.87413 -0.87286
C3 1.34519 -1.73862 -1.92977
C4 0.66251 -1.01633 0.29715
C5 2.30147 -0.72921 -1.85680
C6 1.60157 -0.02673 0.37324
C7 2.47576 0.01150 -0.71356
O1 -0.68417 -2.63683 -0.99482
H1 -0.95242 -3.20369 -0.19498
H2 1.40047 -2.62138 -2.65236
H3 0.03490 -1.22066 1.06028
H4 2.95637 -0.31730 -2.81162
H5 1.62958 0.47045 1.41008
H6 4.45031 0.78923 -0.91679
H7 3.36822 1.78932 -1.78733
H8 3.51007 1.64535 0.20157
C8 -3.50572 1.67006 2.56898
C9 -2.67623 1.55336 1.31342
O2 -3.06522 2.03363 0.28232
N1 -1.42915 0.94988 1.41752
H9 -0.75005 1.25608 0.70922
H10 -1.01805 0.74248 2.36631
H11 -3.20600 1.09486 3.45070
H12 -4.52996 1.50348 2.29655
H13 -3.49717 2.68665 2.67594

HOMO-LUMO gap (eV): 9.08
LUMO energy (eV): 0.570
E_HOMO (Eh): -0.3126
Spin multiplicity: 1
Structure (SMILES): Cc1ccc(O)cc1.CC(N)=O

And the natural (NBO) charges, in e, turn out to be:
1 C -0.620
2 C 0.290
3 C -0.266
4 C -0.239
5 C -0.160
6 C -0.214
7 C -0.105
8 O -0.699
9 H 0.489
10 H 0.234
11 H 0.198
12 H 0.218
13 H 0.221
14 H 0.221
15 H 0.226
16 H 0.206
17 C -0.722
18 C 0.685
19 O -0.603
20 N -0.850
21 H 0.411
22 H 0.385
23 H 0.212
24 H 0.243
25 H 0.240


What is the stability order? It is w, x, from most stable to least stable.